This record from the OMol25 dataset describes a molecular structure, C16H17Br12IN2S. The level of theory is ωB97M-V with the def2-TZVPD basis set.

Each line ends with the Löwdin charge.
Element x y z (Å)
I (0.841, -2.851, -5.599)  0.675
Br (7.429, -0.129, 0.214)  0.568
Br (4.231, 0.087, 0.377)  0.820
Br (-3.483, -3.046, 1.154)  0.689
Br (-2.253, 3.374, 6.112)  0.568
Br (-3.212, 0.322, 6.220)  0.538
Br (5.671, -0.219, -2.465)  0.575
Br (-6.103, -0.968, 3.537)  0.541
Br (-4.918, -4.522, 3.605)  0.558
Br (-5.872, 0.176, 0.551)  0.565
Br (-2.370, -5.864, 2.201)  0.586
Br (-3.421, 0.502, 2.588)  0.555
Br (-0.319, 1.047, 5.057)  0.589
S (3.367, 2.977, -2.828)  0.708
N (-0.981, -0.134, -2.276)  0.110
N (-0.474, -0.360, 0.709)  0.115
C (-3.247, -4.210, 2.684)  -1.566
C (2.172, 1.960, -1.891)  -0.491
C (1.031, 1.269, -2.512)  -0.131
C (-1.706, 1.530, 6.317)  -1.610
C (2.414, 1.892, -0.400)  -0.221
C (-1.757, -0.857, -1.434)  -0.066
C (1.700, 1.055, 1.958)  -0.119
C (0.834, 1.430, -4.047)  -0.177
C (0.091, 0.477, -1.637)  -0.147
C (0.303, 0.368, -0.186)  -0.144
C (-5.342, 0.400, 2.399)  -1.586
C (-1.478, -0.968, 0.024)  -0.175
C (5.743, -0.653, -0.581)  -1.564
C (0.588, 0.080, -4.847)  -0.339
C (1.311, -1.181, -4.246)  -0.614
C (1.478, 1.116, 0.397)  -0.247
H (-2.179, -1.631, 0.633)  -0.110
H (0.761, 0.753, 2.503)  0.004
H (0.814, 0.230, -5.944)  0.097
H (1.648, 1.990, -4.568)  0.071
H (-0.104, 2.053, -4.182)  0.128
H (-0.526, -0.108, -4.813)  0.084
H (-2.592, -3.694, 3.379)  -0.017
H (2.417, -1.012, -4.232)  0.051
H (-2.638, -1.396, -1.867)  0.116
H (0.913, -1.477, -3.249)  0.028
H (1.961, 2.098, 2.313)  0.092
H (-5.745, 1.351, 2.732)  -0.025
H (-1.282, 1.432, 7.311)  -0.030
H (2.805, 4.216, -3.045)  -0.117
H (3.242, 2.422, 0.114)  0.072
H (2.560, 0.405, 2.260)  0.020
H (5.676, -1.733, -0.500)  -0.027

## Properties
LUMO level (eV): -0.77
Total energy (eV): -879289.4900
HOMO energy (hartree): -0.3106
Charge: 0
Frontier orbital gap (eV): 7.688